Below is 7 unconnected molecules or ions with the total composition C29H61NO15 at a distorted geometry, with properties calculated with wB97M-V/def2-TZVPD.

XYZ file:
```
106
Properties=species:S:1:pos:R:3:forces:R:3
O -13.723010 19.976080 -29.001300 -0.181 2.623 6.156
C -14.259630 19.830730 -27.885220 1.091 1.980 -0.301
C -14.757250 20.979840 -27.067680 0.853 -0.570 1.231
C -15.324120 20.887630 -25.837850 -0.779 0.928 0.019
O -15.789980 22.001150 -25.149100 2.837 -3.546 -1.858
C -15.560190 19.576780 -25.228480 1.446 -0.402 -0.811
O -16.139790 19.434300 -24.172570 2.401 2.198 -0.604
C -14.904270 18.431630 -25.975670 -1.309 0.842 -0.565
C -14.349750 18.566580 -27.201790 0.365 -3.571 0.682
O -13.775420 17.411560 -27.759700 -0.584 1.965 1.947
H -14.673190 21.987090 -27.448190 1.411 -1.609 0.677
H -16.593230 21.854130 -24.644360 0.267 -0.565 0.301
H -14.986500 17.514750 -25.410890 0.091 -0.170 -0.943
H -13.813980 17.396270 -28.718800 -0.107 1.084 0.148
C -14.863140 16.733370 -23.349970 2.410 1.173 -0.055
N -13.483520 16.983250 -23.863350 -0.685 -3.280 1.471
C -12.611860 15.811080 -23.883520 0.857 -0.711 -1.071
C -13.047590 18.138970 -24.294850 1.336 2.122 0.874
O -11.885950 18.397690 -24.527980 0.648 0.045 -0.667
H -15.226990 15.776720 -23.724850 -0.158 0.230 -0.059
H -15.470100 17.598590 -23.616600 0.781 -0.903 -0.213
H -14.839790 16.763920 -22.260650 0.120 -0.572 0.115
H -12.350230 15.277710 -22.969650 -0.919 0.407 0.600
H -13.014890 15.092240 -24.596920 -0.471 -0.276 0.209
H -11.609250 15.931600 -24.293840 -0.169 1.153 -0.148
H -13.772220 18.966980 -24.333490 0.192 -0.448 0.522
C -18.151110 24.022240 -24.382890 1.664 -0.852 0.112
O -16.729850 23.674170 -24.367340 -1.065 3.615 0.363
C -15.814680 24.742980 -24.846330 -0.348 -1.379 0.116
C -15.747500 24.921830 -26.365720 0.866 -2.171 0.607
O -15.164800 23.712360 -27.054120 -7.776 0.805 2.186
C -16.334610 22.882920 -27.462340 -2.206 2.478 -0.782
H -18.243990 24.976520 -24.901360 -0.706 0.048 0.519
H -18.505420 23.878730 -23.362110 -0.103 1.115 0.169
H -18.701480 23.228830 -24.888550 0.099 0.070 -0.737
H -14.799530 24.476770 -24.551880 -0.202 -0.459 0.349
H -16.034130 25.676480 -24.328150 -0.316 0.181 -0.150
H -14.988330 25.670650 -26.591610 -0.279 0.396 0.197
H -16.740680 25.151370 -26.751720 0.191 -0.044 -0.143
H -16.054610 21.939710 -27.931440 -1.425 1.696 1.061
H -16.825870 23.469110 -28.238970 -0.098 -0.350 0.244
H -17.071210 22.739970 -26.671720 0.393 0.010 0.047
C -14.143490 18.588830 -30.709210 0.243 -1.054 -3.712
O -14.965520 17.478270 -30.422340 -0.252 -0.515 0.969
C -14.232800 16.286570 -30.241030 0.336 -0.818 -0.863
C -15.064480 15.003570 -30.478740 -0.553 2.019 1.168
O -15.710160 14.543320 -29.250960 -0.030 0.689 -0.536
C -16.570530 15.580830 -28.632890 0.531 -0.690 -1.649
H -14.830450 19.379110 -31.011940 0.364 -0.649 -0.114
H -13.575540 18.367200 -31.612770 0.162 -0.272 -0.526
H -13.454060 18.994830 -29.968980 -0.312 -2.116 -1.193
H -13.734140 16.220200 -29.274060 -0.305 -1.011 -0.257
H -13.371800 16.291700 -30.909430 -0.024 -0.013 -0.626
H -14.358130 14.346960 -30.986710 -0.428 -0.965 0.843
H -15.839070 15.270480 -31.197680 -0.135 -0.048 -0.180
H -17.275690 15.104090 -27.952030 0.720 -0.074 0.378
H -17.226830 16.049940 -29.365900 0.042 -0.089 -0.541
H -15.957620 16.406170 -28.270600 -0.061 -0.336 0.623
C -17.197500 18.058120 -22.348250 -1.300 -1.311 0.178
O -17.163290 17.486140 -23.670880 -2.645 0.596 0.068
C -18.017780 18.173260 -24.621370 -0.724 -1.217 0.238
C -17.967620 17.457550 -26.003270 -0.450 0.666 1.828
O -18.776040 16.305160 -25.915920 -1.054 2.044 -2.392
C -18.221540 15.237940 -25.331530 0.841 -1.953 2.636
H -17.994700 18.796560 -22.262870 0.351 0.343 -0.057
H -16.242350 18.375740 -21.930040 -0.009 0.510 -0.682
H -17.497960 17.241140 -21.692230 -0.148 -0.157 0.160
H -17.815070 19.243940 -24.647300 -0.517 -0.510 -0.280
H -19.049940 18.083990 -24.282580 -0.280 -0.243 0.013
H -16.957570 17.210410 -26.330090 -0.032 0.001 -0.002
H -18.432930 18.173960 -26.680290 -0.043 -0.310 -0.386
H -17.211420 14.960810 -25.633120 0.059 -0.175 -0.909
H -18.934280 14.413740 -25.359510 0.249 -0.176 -0.454
H -18.053470 15.419180 -24.269920 -0.163 0.042 0.438
C -16.095170 25.952590 -29.174840 -0.198 0.077 -0.151
O -16.088470 24.567800 -29.577350 0.084 2.636 -1.145
C -16.316530 24.385270 -30.990550 0.366 -2.221 1.142
C -15.880320 22.916070 -31.144460 -0.747 0.199 -1.751
O -16.764090 22.033950 -30.410490 2.046 0.714 -0.810
C -15.930030 21.098860 -29.750190 -0.802 0.517 0.294
H -15.290970 26.582840 -29.554510 0.785 -0.567 -0.200
H -16.070690 25.996300 -28.085990 -0.045 0.114 -0.981
H -16.945830 26.535360 -29.528180 -0.719 -0.486 -0.023
H -15.713230 25.045320 -31.613800 -0.069 0.122 0.021
H -17.381530 24.399250 -31.222230 -0.114 0.599 -0.020
H -14.800440 22.839640 -31.017460 0.033 -0.213 1.427
H -15.901020 22.540420 -32.167470 -0.594 0.477 -0.577
H -15.330830 21.661740 -29.034490 0.027 -0.556 -1.051
H -15.174860 20.514020 -30.275310 -1.185 0.962 -0.594
H -16.673390 20.465810 -29.265660 0.449 -0.521 0.383
C -9.489030 23.550360 -24.594680 -1.627 0.944 0.427
O -10.657440 23.446230 -25.441410 0.376 0.979 -0.525
C -11.008090 24.757020 -26.036180 1.395 -1.945 -0.314
C -11.062630 24.637750 -27.563640 -1.577 -0.054 -0.833
O -11.896800 23.605620 -28.172120 0.074 1.416 0.473
C -13.318420 23.763860 -27.901830 3.095 -0.453 -0.004
H -8.607100 23.892660 -25.136100 -0.016 0.078 0.018
H -9.255630 22.680260 -23.981040 -0.348 -0.555 -0.772
H -9.869610 24.257170 -23.857340 1.003 0.588 0.376
H -10.259590 25.532400 -25.873030 0.658 -0.223 0.229
H -11.866620 25.222420 -25.552010 -0.621 -0.671 -0.184
H -10.148160 24.644070 -28.156780 0.633 -0.952 0.886
H -11.347170 25.653140 -27.839520 -1.099 0.389 -0.339
H -13.768970 24.648670 -28.351520 0.541 0.201 -0.088
H -13.529750 23.677420 -26.836010 1.901 0.535 -0.213
H -13.876910 22.900050 -28.262420 1.428 0.378 -1.101
```
Forces are in eV/Å.

Values from the calculation:
SMILES: O=C1C=C(O)C(=O)C=C1O.CN(C)C=O.COCCOC.COCCOC.COCCOC.COCCOC.COCCOC
F_max, Eh/bohr: 0.1579
Molar mass, g mol⁻¹: 663.799
Multiplicity: 1
ΔE to the lowest compared entry with this formula, charge and spin, kcal/mol: 230.24
E, Eh: -2324.15390
Orbital gap, Eh: 0.260